The following is a quantum chemistry calculation of 2 unconnected molecules or ions with the total composition C4H12NO3 at a distorted geometry, from OMol25.

CARTESIAN COORDINATES (ANGSTROEM)
1 C 0.5300 1.4494 0.5435
2 C -0.2069 0.0915 0.5840
3 C -0.6009 -0.4356 -0.8009
4 C 0.6653 -0.5879 -1.6637
5 O 0.6582 -1.6849 -2.4689
6 O 1.6670 0.0690 -1.5130
7 N 1.9787 1.2687 0.8598
8 H 0.4777 1.8876 -0.4941
9 H 0.0117 2.1136 1.2760
10 H -1.1124 0.3231 1.1127
11 H 0.3576 -0.6732 1.1070
12 H -1.3623 0.1229 -1.4038
13 H -1.0061 -1.5264 -0.5287
14 H 1.3518 -1.6765 -3.1352
15 H 2.5733 2.1126 0.8314
16 H 2.0928 0.8027 1.7407
17 H 2.2653 0.6012 0.1144
18 H -3.5947 -1.8213 0.6268
19 H -3.6916 -1.1296 1.9553
20 O -3.0543 -1.3068 1.2566

Values from the calculation:
HOMO level   -14.69 eV
ΔE to the lowest compared entry with this formula, charge and spin   10.6 kcal per mole
Orbital gap   11.62 eV
Strongest force on any atom   2.7 eV Å⁻¹
Charge   +1

The following is a quantum chemistry calculation of 12 unconnected molecules or ions with the total composition C48H80N12 at a distorted geometry, from OMol25.

CARTESIAN COORDINATES (ANGSTROEM)
1 C -2.0163 -3.8331 4.0240
2 C -0.6764 -4.4419 3.8364
3 C -0.6826 -5.8706 3.2218
4 C -1.1261 -6.9377 4.0814
5 N -1.5549 -7.8301 4.6957
6 H -2.4837 -3.7527 3.0426
7 H -1.9479 -2.8403 4.4687
8 H -2.6217 -4.3852 4.7429
9 H -0.0978 -4.4606 4.7601
10 H -0.2275 -3.7216 3.1525
11 H 0.3389 -6.1138 2.9296
12 H -1.2702 -5.9733 2.3095
13 C 4.6252 0.0813 3.6457
14 C 3.1530 -0.2621 3.7107
15 C 2.9585 -1.5134 4.5563
16 C 3.9247 -2.5478 4.2320
17 N 4.7324 -3.3591 3.9797
18 H 5.0496 -0.2760 4.5840
19 H 4.8123 1.1540 3.5952
20 H 5.0605 -0.4167 2.7793
21 H 2.8005 -0.2707 2.6793
22 H 2.6317 0.5714 4.1814
23 H 1.9921 -1.9999 4.4236
24 H 3.0801 -1.3987 5.6334
25 C 8.2071 0.0031 -1.4136
26 C 7.9660 1.5263 -1.0703
27 C 6.5588 2.0216 -1.5249
28 C 5.4347 1.3510 -0.8403
29 N 4.5475 0.8754 -0.3097
30 H 9.2198 -0.2666 -1.1137
31 H 8.0833 -0.1378 -2.4873
32 H 7.5533 -0.7327 -0.9453
33 H 8.8146 2.0413 -1.5205
34 H 8.0656 1.7020 0.0008
35 H 6.6208 1.8493 -2.5994
36 H 6.4916 3.1020 -1.3973
37 C -3.7254 1.0441 -4.7832
38 C -3.4474 -0.0566 -3.7702
39 C -1.9480 -0.2092 -3.5382
40 C -1.2562 -0.6488 -4.7338
41 N -0.6301 -0.9519 -5.6746
42 H -3.3540 0.8902 -5.7964
43 H -3.3704 2.0107 -4.4259
44 H -4.8070 1.1484 -4.8692
45 H -3.8113 -1.0183 -4.1318
46 H -3.8765 0.3137 -2.8391
47 H -1.8236 -0.9910 -2.7889
48 H -1.5530 0.7535 -3.2135
49 C -3.5860 5.7536 2.3480
50 C -4.4125 4.8987 3.2792
51 C -3.8742 3.3948 3.3204
52 C -3.8890 2.7294 2.0401
53 N -3.7868 2.2406 1.0086
54 H -2.5129 5.5770 2.2759
55 H -3.6221 6.7686 2.7437
56 H -3.9929 5.7126 1.3376
57 H -5.4602 5.0217 3.0047
58 H -4.3650 5.3635 4.2639
59 H -4.2836 2.6894 4.0436
60 H -2.7951 3.4308 3.4697
61 C -5.9981 0.2751 -0.8088
62 C -5.9229 1.7582 -1.2344
63 C -6.8410 2.0632 -2.4394
64 C -8.2149 1.6548 -2.3544
65 N -9.3090 1.2758 -2.3929
66 H -7.0050 0.1909 -0.3998
67 H -5.3651 -0.0397 0.0209
68 H -5.7745 -0.3631 -1.6637
69 H -4.8952 1.9782 -1.5237
70 H -6.1179 2.4833 -0.4443
71 H -6.4808 1.6120 -3.3640
72 H -6.8313 3.1303 -2.6612
73 C 5.6233 -3.2492 -0.0385
74 C 5.2122 -4.6544 -0.6366
75 C 4.4757 -5.5997 0.3388
76 C 3.1602 -5.0938 0.8814
77 N 2.1272 -4.7444 1.3210
78 H 6.0643 -2.6381 -0.8260
79 H 6.4813 -3.3438 0.6270
80 H 4.7881 -2.7766 0.4785
81 H 6.1058 -5.1531 -1.0120
82 H 4.6661 -4.5754 -1.5766
83 H 5.0765 -5.7857 1.2291
84 H 4.2898 -6.5988 -0.0554
85 C 2.9836 2.2853 -5.3588
86 C 2.8175 2.8352 -3.9557
87 C 1.5667 2.2784 -3.2191
88 C 0.2674 2.7338 -3.7506
89 N -0.7943 3.1102 -4.0785
90 H 2.1774 2.4787 -6.0665
91 H 3.2111 1.2197 -5.3892
92 H 3.9049 2.7265 -5.7392
93 H 2.6058 3.9043 -3.9447
94 H 3.7056 2.8595 -3.3242
95 H 1.4444 2.6140 -2.1893
96 H 1.5278 1.1891 -3.2108
97 C -1.5494 -4.4245 -2.4680
98 C -1.5732 -5.4162 -1.2580
99 C -0.7733 -6.7560 -1.5972
100 C 0.6444 -6.5316 -1.9494
101 N 1.7634 -6.3512 -2.2367
102 H -0.5008 -4.1594 -2.6029
103 H -2.0999 -3.5341 -2.1642
104 H -2.0183 -4.7763 -3.3869
105 H -2.5735 -5.7163 -0.9459
106 H -1.0837 -4.9693 -0.3928
107 H -1.1722 -7.2768 -2.4677
108 H -0.8342 -7.5470 -0.8497
109 C -3.0695 5.3442 -1.7332
110 C -1.9847 6.4126 -1.3486
111 C -0.5743 6.0141 -0.9414
112 C -0.4430 4.8156 -0.1060
113 N -0.2528 3.8784 0.5054
114 H -2.7732 4.7689 -2.6104
115 H -4.0636 5.7694 -1.8710
116 H -3.1782 4.6443 -0.9047
117 H -2.4135 6.9211 -0.4850
118 H -1.9512 7.1408 -2.1590
119 H -0.0307 6.8279 -0.4616
120 H -0.0600 5.7557 -1.8670
121 N -0.4030 0.6652 -0.0308
122 C 0.7972 0.0780 0.3233
123 C 0.5267 -1.2773 0.5851
124 C -0.8663 -1.4528 0.4441
125 C -1.4004 -0.2286 0.0079
126 H -0.5532 1.6394 -0.2509
127 H 1.7189 0.6349 0.2419
128 H 1.1948 -2.0954 0.8100
129 H -1.4156 -2.3606 0.6453
130 H -2.4296 0.0354 -0.1862
131 N -0.4930 1.1150 3.0408
132 C -1.2114 0.2791 3.8469
133 C -1.2669 0.8329 5.1251
134 C -0.5687 2.0596 5.1062
135 C -0.0408 2.1865 3.8089
136 H -0.1999 0.8047 2.1254
137 H -1.6460 -0.6496 3.5079
138 H -1.7497 0.3523 5.9631
139 H -0.5344 2.7188 5.9610
140 H 0.5403 2.9862 3.3738

Values from the calculation:
HOMO level (alpha / beta)   -11.18 / -11.18 eV
2S+1   2
Orbital gap (alpha / beta)   8.17 / 3.96 eV
<S²>   0.762
Strongest force on any atom   3.7 eV Å⁻¹
Charge   +1